This record from the OMol25 dataset describes a cluster of 5 separate species, C34H47N5O3PS in total at a distorted geometry. The level of theory is ωB97M-V/def2-TZVPD.

Element x y z (Å)
C 6.9000 -2.0584 0.3501
C 7.7649 -2.0688 -1.0155
O 7.2878 -3.1812 -1.7971
C 7.0277 -2.8008 -3.1707
C 5.6671 -1.9747 -3.1691
C 4.3071 -2.6426 -3.6711
C 3.3906 -1.3196 -3.4603
N 4.1526 -0.2447 -3.6755
C 3.7547 1.1943 -3.5565
C 3.0627 1.4622 -2.1191
C 3.8258 0.7337 -0.9174
C 3.6388 1.4489 0.5019
C 3.9115 0.4288 1.7211
O 2.8190 -0.5153 1.7675
C 3.1139 -1.6270 2.5725
C 1.8850 -2.5915 2.9367
O 4.2322 -1.9479 2.9877
C 5.5528 -0.6486 -4.0807
P 5.3534 -0.9148 -5.9799
S 5.8687 0.6312 -7.0293
H 7.2730 -1.2687 1.0743
H 5.7983 -1.8155 0.1484
H 6.8941 -3.0804 0.8583
H 7.6034 -1.0492 -1.4875
H 8.8492 -2.1531 -0.6966
H 6.9827 -3.7480 -3.8066
H 7.8945 -2.1156 -3.4754
H 5.3460 -1.5535 -2.1509
H 3.9643 -3.3206 -2.8263
H 4.2599 -3.1638 -4.6727
H 2.3053 -1.2464 -3.1488
H 4.7382 1.7804 -3.5330
H 3.1373 1.5750 -4.4243
H 2.9651 2.5758 -1.8938
H 2.0281 0.9835 -2.1928
H 4.9149 0.5356 -1.1829
H 3.3410 -0.3019 -0.8068
H 4.3939 2.3025 0.6250
H 2.5637 1.8315 0.5899
H 3.9916 1.0355 2.6901
H 4.9307 -0.0524 1.5376
H 1.3718 -2.9270 1.9809
H 2.2808 -3.5206 3.4527
H 1.1303 -2.0775 3.6177
H 6.3707 0.1310 -3.9464
H 6.0590 -2.1306 -6.3170
H 3.9487 -1.2245 -6.1477
N -0.5356 -0.8329 -3.7750
C -0.7568 0.2105 -2.9587
C -1.6801 0.2001 -1.9262
C -2.4245 -0.9532 -1.7229
C -2.2180 -2.0452 -2.5523
C -1.2683 -1.9364 -3.5550
H -0.1534 1.0906 -3.1594
H -1.8145 1.0711 -1.2974
H -3.1587 -1.0015 -0.9263
H -2.7820 -2.9601 -2.4224
H -1.0689 -2.7649 -4.2270
N -4.8671 -2.4541 0.0115
C -6.1993 -2.2959 0.0406
C -7.0298 -2.9219 0.9558
C -6.4545 -3.7643 1.8953
C -5.0793 -3.9470 1.8864
C -4.3357 -3.2729 0.9323
H -6.6020 -1.6303 -0.7155
H -8.0991 -2.7553 0.9344
H -7.0713 -4.2732 2.6273
H -4.5965 -4.5975 2.6044
H -3.2564 -3.3806 0.8872
N -8.8664 1.2599 2.6826
C -8.0252 0.2354 2.4799
C -6.6466 0.3673 2.4332
C -6.1023 1.6326 2.6024
C -6.9501 2.7105 2.8120
C -8.3149 2.4717 2.8448
H -8.4986 -0.7322 2.3502
H -6.0145 -0.4967 2.2686
H -5.0276 1.7770 2.5713
H -6.5609 3.7126 2.9477
H -9.0188 3.2810 3.0093
N -6.0973 5.4053 4.1841
C -6.2984 6.7181 3.9936
C -5.5650 7.7102 4.6236
C -4.5665 7.3272 5.5065
C -4.3389 5.9763 5.7234
C -5.1248 5.0621 5.0413
H -7.0919 6.9676 3.2970
H -5.7698 8.7552 4.4293
H -3.9716 8.0739 6.0203
H -3.5684 5.6411 6.4060
H -4.9826 3.9941 5.1749

Atomic forces in eV per Å
-0.29 -0.07 -0.31
-0.95 0.51 2.52
0.31 0.86 -1.06
0.07 0.59 0.77
-0.82 0.91 -1.54
-1.02 0.77 2.94
1.98 0.74 -1.27
-1.37 -1.40 0.18
0.69 1.69 1.61
-0.28 -0.88 -0.22
-0.65 -0.64 0.15
0.21 -0.58 0.28
1.03 1.79 -1.00
1.21 -1.29 1.50
0.63 -2.00 1.10
0.09 0.50 -0.58
-2.45 1.70 -1.40
0.02 -0.92 0.24
0.42 0.48 -0.71
-0.06 -0.34 0.44
-0.27 -1.02 -0.85
1.46 -0.31 0.08
0.25 1.42 -0.73
0.24 -1.25 0.09
-1.11 -0.19 -0.85
0.05 1.39 0.88
-1.25 -1.00 -0.14
1.27 -0.98 -1.05
0.26 0.28 -1.42
0.02 0.86 1.12
1.29 -0.01 -0.53
-1.36 -0.92 -0.35
0.66 -0.84 0.93
0.14 -1.47 -0.69
1.13 1.01 0.30
-1.12 0.51 0.51
0.76 1.29 -0.11
-1.25 -1.06 -0.25
1.54 -0.36 -0.14
-0.31 -1.03 -1.26
-1.53 0.27 0.38
0.47 0.58 1.15
-0.26 1.41 -0.63
1.01 -0.55 -1.02
-1.44 -0.73 0.01
-0.51 0.47 0.48
0.88 -0.20 0.40
-0.07 -0.03 0.50
0.14 -0.30 -0.30
0.05 -0.10 -0.09
-0.08 0.10 0.21
0.03 0.11 0.03
0.31 0.26 -0.19
-0.08 0.06 0.02
0.00 -0.02 -0.05
-0.02 -0.10 -0.10
-0.01 0.06 0.00
-0.07 -0.01 0.03
-0.32 -0.29 0.43
0.45 0.05 -0.21
0.08 -0.12 0.06
-0.09 -0.03 0.06
-0.07 0.03 0.00
-0.07 0.31 -0.35
-0.06 -0.02 0.06
0.06 0.00 -0.04
0.04 0.03 -0.04
0.00 0.04 -0.04
-0.01 -0.05 0.06
0.56 0.05 -0.02
-0.39 0.34 0.07
0.09 0.06 0.03
-0.06 -0.03 0.00
0.22 -0.10 -0.18
-0.34 -0.46 -0.05
0.06 -0.01 0.01
-0.05 0.00 0.01
-0.04 0.00 0.00
-0.16 -0.14 0.04
0.08 0.02 0.00
0.46 0.72 0.39
-0.06 -0.49 -0.04
0.07 -0.05 0.07
0.06 0.06 0.04
-0.03 0.11 -0.03
-0.38 -0.04 -0.33
0.03 0.06 0.02
-0.02 -0.06 0.00
-0.04 -0.04 -0.03
-0.05 -0.01 -0.03
0.02 0.02 0.04

Summary:
Multiplicity ... 1
HOMO ... -10.6 eV
Calculated total energy ... -69726.8536 eV
F_max ... 3.3 eV/Å
Energy above the lowest of the compared OMol25 structures with the same formula, charge and spin ... 2.5518 eV
HOMO-LUMO gap ... 6.249 eV
Charge ... +1
LUMO ... -0.161 Eh